The following is a DFT calculation (wB97M-V/def2-TZVPD) of C17H19N3O3S in the gas phase in a non-equilibrium geometry.

Last column: Mulliken charge in e.
Cartesian coordinates (Å):
O -4.29139 1.87794 -0.54698  -0.63
C -3.12888 1.55535 -0.64856  -0.16
N -2.21524 2.41796 -1.19137  -0.10
C -0.93917 2.18173 -1.69397  0.59
C -0.04795 3.24902 -1.81481  -0.46
C 1.20037 3.02675 -2.36465  -0.44
C 1.51505 1.74481 -2.79139  -0.49
N 0.67311 0.73061 -2.69451  -0.56
C -0.51548 0.93512 -2.16326  -0.23
C -2.61270 0.26150 -0.10947  -0.57
C -3.20421 -0.93750 -0.49673  -0.31
C -2.81486 -2.13037 0.08769  -0.87
C -1.85722 -2.12817 1.08954  -0.21
C -1.28709 -0.93228 1.48314  -0.33
S -0.13730 -0.93314 2.87609  1.32
O -0.22916 0.34768 3.51257  -0.74
O -0.41739 -2.11718 3.63268  -0.75
N 1.41028 -1.08244 2.31355  0.18
C 1.76219 -2.31028 1.64314  -0.99
C 1.61218 -2.20160 0.12410  -0.18
C 2.40563 -1.00272 -0.39229  -1.02
C 1.95207 0.26628 0.32600  0.95
C 2.09325 0.09443 1.83748  -1.46
C -1.64728 0.26250 0.89382  0.69
H -2.57702 3.35444 -1.33756  0.24
H -0.34146 4.23554 -1.48480  0.42
H 1.90902 3.83325 -2.46796  0.43
H 2.47277 1.51820 -3.23852  0.38
H -1.16689 0.07330 -2.12814  0.53
H -3.97512 -0.92202 -1.25261  0.48
H -3.27449 -3.05710 -0.21957  0.44
H -1.56689 -3.03400 1.59739  0.51
H 1.12312 -3.08879 2.06029  0.40
H 2.80353 -2.54390 1.89353  0.40
H 0.55949 -2.07500 -0.13648  0.02
H 1.96956 -3.12120 -0.34108  0.42
H 2.25192 -0.89014 -1.46645  0.45
H 3.47038 -1.16340 -0.20839  0.39
H 0.90702 0.46298 0.07976  -0.70
H 2.54496 1.12156 -0.00217  0.49
H 1.67053 0.94014 2.38018  0.48
H 3.15232 -0.00068 2.10352  0.36
H -1.21157 1.18082 1.25723  0.59

Cartesian forces, eV/Å:
-0.137 -0.100 -0.006
-0.016 0.019 0.053
-0.201 0.607 0.027
0.657 -0.066 -0.247
-0.113 -0.256 0.049
-0.102 -0.116 -0.037
0.197 0.245 -0.001
0.186 -0.330 -0.163
-0.391 0.158 0.039
-0.056 -0.283 0.339
0.042 0.191 0.000
0.063 0.026 -0.006
-0.026 -0.116 0.027
0.326 -0.046 0.586
0.286 -0.067 0.198
-0.019 0.151 -0.320
-0.062 -0.165 -0.303
-0.982 0.114 0.536
-0.163 -0.641 -0.347
0.299 0.066 0.089
-0.281 0.052 -0.085
0.277 -0.146 0.112
0.005 0.765 -0.259
-0.127 0.145 -0.159
-0.075 -0.244 0.019
-0.019 0.087 0.065
0.071 0.062 -0.018
0.134 0.072 -0.029
-0.089 0.012 0.004
-0.092 -0.002 -0.052
-0.034 -0.080 -0.015
-0.024 -0.149 0.025
0.201 -0.150 -0.055
-0.076 -0.014 0.044
0.006 -0.064 -0.043
-0.060 -0.061 -0.014
0.102 -0.035 0.015
0.117 -0.015 -0.025
0.010 0.084 -0.024
-0.046 0.072 0.003
0.254 0.056 -0.056
-0.062 -0.006 0.047
0.017 0.169 -0.014

Results
HOMO level   -9.23 eV
Largest force on an atom   0.02187 hartree/bohr
Structure (SMILES)   O=C(Nc1cccnc1)c1cccc(S(=O)(=O)N2CCCCC2)c1
Energy relative to the best compared isomer or geometry (same formula, charge and spin)   110.5 kJ/mol
Frontier orbital gap   9.45 eV
Net charge   0

=====

The following is a DFT calculation (wB97M-V/def2-TZVPD) of C17H19NO5 in the gas phase in a non-equilibrium geometry.

Last column: Mulliken charge in e.
Cartesian coordinates (Å):
C 6.87707 1.19562 1.13363  -1.06
C 6.56113 0.72721 -0.34459  -0.28
O 5.22806 -0.20014 -0.45221  -0.36
C 3.99927 0.57376 -0.22570  1.05
O 3.90974 1.76029 -0.14911  -0.75
C 2.84346 -0.12849 -0.33869  -0.44
C 1.55041 0.44713 -0.29345  0.32
O 1.39595 1.67699 -0.24446  -0.61
C 0.54785 -0.58922 -0.23504  -0.12
C -0.68045 -0.98549 -0.20489  -0.66
C -1.76208 0.22436 -0.05853  0.44
C -1.64473 1.50973 -0.26964  -0.50
C -2.80810 2.32238 -0.01598  -0.71
C -3.98364 1.66462 -0.04377  0.55
O -5.17550 2.60555 0.01489  -0.60
C -4.22787 0.37314 0.03198  0.21
O -5.54895 0.01970 -0.09776  -0.43
C -5.90504 -1.26475 0.19455  -0.08
C -7.30406 -1.40536 0.13066  -1.52
C -2.98359 -0.28821 -0.11273  0.13
N 1.36532 -2.00008 -0.13534  -0.71
C 2.61657 -1.64923 -0.15676  0.31
C 3.75600 -2.40900 -0.11949  -0.75
H 6.80822 0.46867 1.80900  0.40
H 7.86010 1.63538 1.15070  0.38
H 5.94236 1.94837 1.69396  0.19
H 7.31027 0.15452 -0.80095  0.39
H 6.31745 1.57015 -1.02258  0.27
H 2.18255 2.37060 -0.25814  0.46
H -0.98038 -1.80258 -0.02817  0.86
H -0.68340 1.93337 -0.30412  0.59
H -2.61624 3.53713 -0.22736  0.22
H -5.85644 2.05030 0.00945  0.34
H -5.32423 -1.98871 0.93407  0.28
H -5.33427 -1.69402 -0.88048  0.25
H -7.61813 -2.52405 0.28417  0.30
H -7.70793 -0.85425 0.71012  0.60
H -7.65821 -1.05329 -0.82291  0.33
H -3.23623 -1.41987 0.10471  0.01
H 4.34499 -2.51707 -1.23064  0.19
H 4.37340 -2.43928 0.96137  0.20
H 3.24933 -3.55589 -0.08978  0.30

Cartesian forces, eV/Å:
-3.571 3.860 -2.155
-3.977 0.901 1.287
0.314 3.754 1.354
3.702 -1.508 -1.724
1.745 3.159 0.499
-5.098 -4.912 0.925
4.170 -2.990 -0.122
-1.527 6.425 -0.025
4.062 -5.354 0.003
0.109 16.727 -0.894
2.432 -6.318 -1.834
-0.766 4.848 1.871
4.288 2.422 -2.871
-4.740 7.447 1.182
6.978 1.508 -0.208
1.565 -1.407 -1.667
1.408 2.235 2.286
6.248 -4.900 -4.161
1.413 -8.842 -6.920
-6.847 -6.114 2.605
0.961 2.896 -0.159
-3.269 5.437 -1.084
3.521 -8.677 0.100
0.222 -3.591 2.360
0.158 0.493 0.135
3.008 -1.703 -2.382
0.934 -1.138 -0.284
0.238 -0.351 0.641
-0.994 -3.077 0.081
-3.846 -11.381 1.942
0.792 0.833 -0.353
-1.240 -3.599 0.972
-4.809 -3.497 -0.015
-1.066 2.497 -0.493
-1.896 -0.535 2.557
0.457 2.215 -0.278
-5.435 6.686 8.150
-0.179 -0.243 -0.694
1.423 1.756 -0.877
-1.164 0.906 3.625
-1.216 0.640 -3.429
1.493 2.489 0.054

Results
HOMO level   -8.72 eV
Largest force on an atom   0.32576 hartree/bohr
Structure (SMILES)   CCOC(=O)C1=C(O)/C(=C\c2ccc(O)c(OCC)c2)N=C1C
Energy relative to the best compared isomer or geometry (same formula, charge and spin)   1453.0 kJ/mol
Frontier orbital gap   8.30 eV
Net charge   0